{"formula": "C20H60CaF2NO24S2", "method": "ωB97M-V with the def2-TZVPD basis set", "fmax_ev_per_a": 4.1, "e_tot_ha": -4332.0321, "charge": 1, "symbols": ["Ca", "N", "S", "O", "O", "F", "S", "O", "O", "F", "C", "C", "O", "O", "H", "H", "H", "H", "H", "H", "C", "C", "O", "O", "H", "H", "H", "H", "H", "H", "C", "C", "O", "O", "H", "H", "H", "H", "H", "H", "C", "C", "O", "O", "H", "H", "H", "H", "H", "H", "C", "C", "O", "O", "H", "H", "H", "H", "H", "H", "C", "C", "O", "O", "H", "H", "H", "H", "H", "H", "C", "C", "O", "O", "H", "H", "H", "H", "H", "H", "C", "C", "O", "O", "H", "H", "H", "H", "H", "H", "C", "C", "O", "O", "H", "H", "H", "H", "H", "H", "C", "C", "O", "O", "H", "H", "H", "H", "H", "H"], "coordinates": [[-1.55411, -0.62482, -2.36801], [-1.43784, -0.77494, 0.24559], [-0.89275, -2.25340, 0.26261], [-1.96766, -3.03475, -0.22075], [0.02527, -2.74344, 1.21099], [-0.02956, -2.15304, -1.18548], [-0.82377, 0.43897, 1.12583], [0.52670, 0.11158, 1.55339], [-1.90519, 0.88413, 1.97237], [-0.89491, 1.55948, -0.00589], [3.83916, -0.25465, 7.23089], [4.07899, 0.80551, 6.20344], [4.51262, 0.02974, 5.03015], [3.08972, -1.28840, 6.63573], [3.21840, 0.19610, 8.01091], [4.76657, -0.69083, 7.61300], [4.84604, 1.45367, 6.55388], [3.17711, 1.36880, 5.99911], [4.26748, 0.42188, 4.21462], [3.59959, -1.54130, 5.86440], [-3.92373, -2.69045, -3.33992], [-3.01856, -3.86038, -3.07176], [-1.71886, -3.28467, -3.24096], [-3.60578, -1.58151, -2.57269], [-4.95461, -2.94780, -3.18504], [-3.77156, -2.28963, -4.34031], [-3.30014, -4.60462, -3.83663], [-3.09711, -4.18756, -2.02763], [-1.04623, -3.71711, -2.68427], [-3.89908, -1.66805, -1.56995], [-3.23117, -4.00347, 2.72320], [-3.88046, -4.50849, 4.03118], [-3.19350, -3.85339, 5.15121], [-3.49745, -2.63478, 2.32579], [-3.66422, -4.57344, 1.91031], [-2.18055, -4.28398, 2.76958], [-3.80114, -5.55381, 4.23968], [-4.89868, -4.22715, 4.18428], [-3.49194, -4.28226, 5.96751], [-3.27689, -2.04232, 3.01943], [2.24298, -0.43485, -3.83015], [2.04150, -0.19915, -2.35633], [0.68145, 0.32623, -2.25843], [1.99266, 0.80467, -4.44418], [1.62734, -1.19720, -4.29944], [3.26040, -0.82031, -3.92692], [2.82529, 0.45474, -1.91422], [2.13995, -1.10335, -1.73236], [0.60758, 1.27562, -2.34682], [1.94505, 0.89688, -5.39583], [3.13913, -0.93576, 2.09629], [4.49066, -1.30721, 1.51292], [4.90672, -0.68239, 0.32213], [3.17653, 0.48008, 2.53043], [2.87898, -1.56319, 2.98382], [2.24295, -1.03266, 1.39413], [4.35758, -2.31301, 1.16567], [5.28401, -1.24103, 2.33538], [5.57276, 0.01096, 0.40208], [2.28307, 0.77933, 2.64518], [-0.79972, 4.48800, -2.84246], [-0.01101, 4.19746, -1.59069], [0.95535, 3.19610, -1.84130], [0.06154, 4.91241, -3.86811], [-1.57943, 5.19319, -2.61103], [-1.24231, 3.51111, -3.08560], [-0.74270, 3.98277, -0.77934], [0.42767, 5.13329, -1.24338], [1.88838, 3.54377, -1.99496], [-0.43669, 5.41406, -4.52391], [-4.55765, -0.11117, 0.20726], [-4.39549, 0.86746, -0.90519], [-3.05680, 0.97036, -1.44740], [-4.46315, -1.49892, -0.14005], [-5.53909, -0.02142, 0.64773], [-3.95961, 0.18235, 1.06825], [-4.75916, 1.81784, -0.65967], [-5.03020, 0.41165, -1.72906], [-2.79609, 1.84629, -1.18645], [-3.98903, -1.89567, 0.64762], [4.20970, 4.80487, -2.88038], [4.82240, 4.12277, -1.69375], [4.29997, 2.80422, -1.67539], [2.84034, 4.82186, -2.72808], [4.51299, 4.25286, -3.80757], [4.64465, 5.78350, -2.83607], [4.44792, 4.66236, -0.83437], [5.90065, 4.12357, -1.71716], [4.90075, 2.12712, -1.33405], [2.27635, 5.22806, -3.41048], [-0.12027, -0.37507, 5.14230], [-1.69076, -0.36322, 5.21536], [-2.29172, -1.43915, 4.48554], [0.32526, -1.25324, 6.08642], [0.14311, 0.68221, 5.36422], [0.19799, -0.65536, 4.12478], [-2.06178, 0.58542, 4.74922], [-1.88961, -0.48144, 6.27657], [-2.40522, -2.19893, 5.06534], [1.31881, -1.27663, 6.23267], [-1.32457, 0.40266, -6.73083], [-1.62008, 0.92637, -5.28460], [-0.85670, 0.19226, -4.32439], [0.00042, -0.09998, -6.66265], [-1.39175, 1.21602, -7.45656], [-1.95262, -0.43314, -7.01046], [-2.66706, 0.92709, -5.00535], [-1.32788, 1.98766, -5.34301], [0.06237, 0.49125, -4.47962], [0.03473, -1.02067, -6.93302]], "atomic_forces_ev_per_a": [[0.42, -0.59, 0.72], [0.86, 0.16, 0.31], [-0.30, 0.69, -0.96], [-0.58, -1.08, -0.06], [0.17, 0.35, 0.19], [0.43, -0.17, 0.34], [-1.38, -1.60, 0.80], [-2.23, 1.82, -0.63], [1.92, -0.05, -0.03], [1.23, -0.23, 0.20], [-0.66, 0.05, 0.29], [0.38, -1.43, -1.59], [0.67, 0.20, 2.19], [-0.71, -0.57, 0.50], [0.31, -0.36, 0.28], [0.01, 0.36, 0.18], [0.77, 0.76, 0.02], [-0.26, 0.05, -0.21], [-0.73, 0.90, -1.33], [0.10, -0.04, -0.45], [-0.19, 0.07, -0.40], [0.01, 0.77, 0.02], [1.01, -0.18, -0.09], [-0.09, 1.12, 2.50], [-0.65, -0.31, -0.15], [-0.19, -0.70, -0.51], [0.64, -0.21, 0.51], [-0.29, -0.30, -0.41], [-0.59, 0.00, -0.30], [0.10, -0.10, -1.18], [-1.06, -0.39, 0.04], [0.99, 2.02, 1.04], [-0.06, -0.57, -0.01], [-0.35, -1.93, -0.81], [-0.05, -0.30, -0.15], [0.31, 0.57, -0.01], [0.27, -0.91, -0.75], [-1.00, 0.19, -0.70], [0.17, 0.24, -0.29], [0.78, 1.14, 1.57], [1.11, -0.59, -0.27], [-0.63, 0.30, 0.33], [0.14, -1.41, 1.22], [-0.30, 1.29, 0.46], [-0.53, -0.31, 0.41], [0.33, 0.37, -0.42], [-0.83, 0.22, -0.58], [-0.49, 0.13, -0.54], [0.91, 1.10, 0.16], [0.35, -0.90, -0.35], [-1.50, 1.63, -0.04], [0.65, -0.07, 1.27], [-0.15, 0.84, -0.86], [1.08, -1.33, -0.31], [0.55, 0.20, -0.61], [1.72, -0.12, 0.59], [0.19, -0.99, 0.45], [-0.99, -0.19, -1.11], [-0.35, -0.24, 0.67], [-0.73, 0.10, -0.01], [0.13, -1.18, 0.50], [0.31, 0.93, 0.14], [0.17, -0.43, 0.43], [0.18, 0.43, -0.44], [-0.41, 0.45, -0.05], [-0.31, 0.10, -0.44], [0.54, -0.66, -0.40], [0.51, 0.04, -0.08], [-1.45, 0.08, 0.09], [0.08, -0.10, 0.12], [-0.46, 0.22, 1.67], [-0.90, -3.18, -2.37], [-0.66, 0.16, 0.05], [1.21, 0.37, 0.77], [-0.80, 0.55, -0.34], [0.77, -0.48, -0.15], [-0.51, 1.33, 0.49], [0.62, 0.98, 0.57], [0.75, 0.46, 0.08], [-0.41, -0.26, -0.82], [1.58, -0.64, -1.19], [-0.93, -0.76, 0.02], [-0.15, -0.89, 0.06], [-1.64, 0.08, 0.56], [-0.17, 0.58, 0.55], [0.14, 0.94, -0.56], [0.17, 0.14, 0.62], [0.37, 0.21, -0.15], [-0.05, 0.61, 0.02], [0.73, -0.22, 0.07], [-1.59, 1.18, -0.73], [1.18, 0.09, -1.19], [0.20, 0.65, 0.06], [1.56, -1.25, 1.39], [0.32, -0.32, -0.18], [-0.06, 0.24, 0.07], [0.17, -0.77, 0.69], [-0.44, 0.41, 0.13], [-0.01, -0.30, 0.03], [-1.28, 0.32, -0.39], [0.10, -0.74, 1.08], [0.21, 0.58, -1.34], [-0.65, 1.17, -1.00], [0.75, 0.34, -0.51], [-0.08, -0.13, 0.05], [-0.57, 0.10, -0.11], [-0.23, -0.33, -0.04], [0.19, -0.26, 0.69], [0.23, -0.40, 0.42], [-0.10, 0.10, -0.04]], "lowdin_charge": [1.54, -0.34, 0.54, -0.26, -0.19, -0.29, 0.62, -0.27, -0.25, -0.17, -0.23, -0.18, -0.08, -0.08, 0.13, 0.13, 0.11, 0.12, 0.02, 0.08, -0.24, -0.19, -0.11, -0.26, 0.13, 0.13, 0.14, 0.12, 0.10, 0.08, -0.17, -0.16, -0.10, -0.08, 0.12, 0.12, 0.11, 0.11, 0.10, 0.03, -0.23, -0.14, -0.21, -0.05, 0.12, 0.13, 0.13, 0.12, 0.05, 0.10, -0.19, -0.25, -0.07, -0.10, 0.13, 0.10, 0.11, 0.15, 0.09, 0.04, -0.26, -0.25, -0.09, -0.05, 0.12, 0.10, 0.12, 0.13, 0.09, 0.10, -0.21, -0.17, -0.18, -0.08, 0.13, 0.11, 0.12, 0.15, 0.08, 0.08, -0.26, -0.23, -0.07, -0.07, 0.14, 0.12, 0.12, 0.13, 0.09, 0.11, -0.29, -0.18, -0.10, -0.07, 0.12, 0.10, 0.12, 0.12, 0.05, 0.08, -0.18, -0.17, -0.24, -0.07, 0.12, 0.12, 0.12, 0.12, 0.06, 0.10]}


{"formula": "C20H60F2N5O14S2Y", "method": "ωB97M-V with the def2-TZVPD basis set", "s_squared": 0.7506, "spin_multiplicity": 2, "fmax_ev_per_a": 12.2, "e_tot_ha": -3159.0574, "charge": 1, "symbols": ["Y", "N", "S", "O", "O", "F", "S", "O", "O", "F", "O", "H", "H", "O", "H", "H", "C", "C", "O", "O", "H", "H", "H", "H", "H", "H", "C", "C", "O", "O", "H", "H", "H", "H", "H", "H", "C", "C", "C", "O", "C", "N", "H", "H", "H", "H", "H", "H", "H", "H", "H", "H", "H", "C", "C", "C", "O", "C", "N", "H", "H", "H", "H", "H", "H", "H", "H", "H", "H", "H", "C", "C", "C", "O", "C", "N", "H", "H", "H", "H", "H", "H", "H", "H", "H", "H", "H", "C", "C", "C", "O", "C", "N", "H", "H", "H", "H", "H", "H", "H", "H", "H", "H", "H"], "coordinates": [[-4.46116, 6.48641, 17.18868], [-4.20158, 7.32364, 15.14639], [-4.91789, 8.21120, 14.08677], [-5.33706, 7.51544, 12.88989], [-4.81753, 9.69300, 14.18822], [-6.37464, 8.11221, 14.79232], [-2.78736, 7.58341, 14.21646], [-2.07317, 8.86004, 14.34878], [-2.61101, 6.74688, 13.02932], [-1.91636, 6.65958, 15.21398], [-2.89951, 8.29231, 17.82964], [-3.17980, 9.07550, 18.30324], [-1.99197, 8.47221, 17.58419], [-6.55935, 5.64769, 16.36517], [-6.83447, 5.28863, 15.52160], [-7.35994, 5.66930, 16.88939], [1.01953, 4.53656, 14.80819], [2.18220, 3.64599, 15.32381], [1.81202, 2.47179, 15.92139], [0.07122, 3.92832, 13.89162], [1.48586, 5.37767, 14.29517], [0.40686, 4.91663, 15.62567], [2.76790, 4.25893, 16.00890], [2.78109, 3.47395, 14.42947], [1.25584, 2.00122, 15.29622], [-0.74962, 3.69221, 14.32988], [-2.71877, 4.63967, 10.28318], [-4.20585, 4.96856, 10.55151], [-5.06533, 4.85822, 9.38115], [-2.49604, 3.34153, 10.02481], [-2.12646, 4.85002, 11.17370], [-2.37236, 5.21818, 9.42678], [-4.28576, 5.97344, 10.96617], [-4.72892, 4.37843, 11.30401], [-4.80165, 4.04879, 8.93742], [-1.55020, 3.19019, 10.08870], [1.68669, 8.10660, 16.13304], [0.48794, 7.77224, 17.03432], [0.76972, 7.54087, 18.55180], [-0.50620, 7.42107, 19.26692], [-0.27269, 7.43234, 20.66257], [-0.41812, 8.85940, 16.71461], [1.44561, 7.94725, 15.08205], [2.54941, 7.48819, 16.38077], [1.90780, 9.16900, 16.23560], [0.05029, 6.83222, 16.69829], [1.34660, 8.32986, 19.03430], [1.33020, 6.60951, 18.63263], [0.19056, 8.36038, 20.99759], [0.24164, 6.53841, 21.01537], [-1.20724, 7.39616, 21.22240], [-0.55415, 9.02404, 15.72745], [-0.18718, 9.76838, 17.08948], [-5.72348, 10.83000, 9.30079], [-5.21854, 10.30426, 10.60136], [-3.70592, 9.88944, 10.45886], [-3.59022, 8.71815, 9.60412], [-2.26691, 8.22631, 9.45694], [-5.41412, 11.45417, 11.50818], [-6.80348, 10.96809, 9.24952], [-5.48071, 10.18539, 8.45602], [-5.43765, 11.83895, 9.00341], [-5.65975, 9.42467, 11.07014], [-3.35167, 9.59772, 11.44755], [-3.12194, 10.74955, 10.13132], [-1.54519, 8.98915, 9.16487], [-2.20405, 7.48970, 8.65598], [-1.91113, 7.67784, 10.32913], [-6.40071, 11.62580, 11.63961], [-5.11532, 11.19801, 12.43834], [-10.88885, 9.23244, 15.85131], [-9.74237, 10.00842, 15.17000], [-8.61527, 10.41824, 16.12743], [-7.60710, 11.19083, 15.52637], [-7.78133, 12.60640, 15.21180], [-9.23038, 8.94531, 14.26015], [-11.58133, 9.04484, 15.03071], [-11.33288, 9.87620, 16.61060], [-10.79969, 8.19177, 16.16299], [-10.21074, 10.82130, 14.61506], [-8.21476, 9.54323, 16.63934], [-9.13108, 10.93209, 16.93861], [-7.08566, 13.04201, 14.49459], [-7.54143, 13.18890, 16.10131], [-8.76906, 12.86299, 14.82884], [-9.36125, 9.23939, 13.30282], [-8.25253, 9.17121, 14.37365], [-4.40290, 12.68702, 16.42532], [-4.43534, 11.48065, 17.27156], [-3.54196, 11.64221, 18.48920], [-3.33996, 10.42327, 19.09923], [-2.54496, 10.42147, 20.27933], [-5.78357, 11.21065, 17.64924], [-4.98907, 13.50986, 16.83452], [-4.93300, 12.37942, 15.52396], [-3.38984, 12.88459, 16.07490], [-4.13004, 10.64557, 16.64104], [-3.92193, 12.29182, 19.27770], [-2.52128, 11.94916, 18.26099], [-1.53036, 10.75695, 20.06453], [-2.52157, 9.34736, 20.46326], [-2.98168, 11.02296, 21.07656], [-6.40321, 11.05559, 16.86687], [-6.06883, 12.04162, 18.14745]], "atomic_forces_ev_per_a": [[0.79, 1.20, 0.67], [3.12, 0.90, -2.22], [-10.97, 5.03, -1.65], [2.36, 0.96, 0.50], [1.54, -3.80, -0.66], [0.13, -0.34, 1.15], [8.37, -2.92, 0.07], [-2.72, -2.20, -0.55], [-1.61, 2.34, 1.76], [-0.33, 0.13, 0.76], [-2.47, -3.18, -0.60], [-0.65, 1.51, 0.82], [1.96, 0.07, -0.96], [0.74, 0.05, 0.68], [0.07, -0.07, -0.70], [-0.47, 0.13, 0.30], [-0.80, -0.24, 0.39], [-0.58, 1.51, -1.69], [-0.53, -0.85, 0.82], [1.13, -0.18, -0.06], [-0.12, 0.07, -0.11], [0.28, 0.16, 0.35], [0.01, -0.11, 0.14], [0.44, -0.20, -0.06], [-0.06, -0.24, -0.07], [0.20, 0.08, 0.25], [-1.00, 2.34, 1.02], [-0.48, -0.10, -0.61], [0.97, 0.48, 0.56], [0.02, -3.57, -0.80], [-0.14, 1.00, 0.23], [-0.11, 0.67, 0.08], [0.12, 0.29, -0.59], [0.73, -0.66, 0.38], [-0.04, -0.18, -0.11], [-0.06, -0.27, -0.14], [0.73, -0.89, 0.79], [0.76, 0.58, -0.48], [-1.23, 0.38, -0.54], [1.17, 0.10, -0.50], [-0.63, -0.16, 0.47], [-2.27, 0.35, 1.30], [-0.17, -0.15, 0.06], [0.32, 0.14, -0.16], [0.35, -0.12, 0.17], [-0.24, 0.07, -0.09], [0.11, 0.25, -0.18], [0.06, -0.10, 0.10], [0.50, -0.05, -0.10], [0.58, 0.09, -0.17], [-0.44, 0.03, -0.46], [0.11, -0.44, -0.07], [0.53, -0.10, 0.37], [-1.27, -0.58, -1.97], [1.32, 0.67, 0.30], [-0.75, -0.51, 0.25], [-0.02, 0.99, 0.22], [0.01, -0.10, -0.21], [0.96, -0.17, 0.83], [-0.36, -0.50, 0.39], [0.04, -0.17, 0.04], [0.94, -0.02, 0.64], [-0.66, -0.27, -0.85], [0.22, 0.07, 0.34], [0.19, -0.07, -0.39], [-0.02, 0.37, 0.27], [-0.65, 0.07, -0.18], [-0.01, 0.27, 0.50], [-0.28, 0.01, -0.42], [0.29, -0.01, 0.28], [-0.83, 1.21, -0.22], [-0.51, -2.86, 0.41], [-2.33, 1.09, 0.08], [0.94, 0.57, -1.29], [-0.44, -0.24, 0.89], [1.37, 1.34, -0.27], [-0.50, 0.54, 0.05], [-0.50, -0.34, 0.17], [1.19, 0.27, 0.54], [0.33, 0.37, 0.23], [0.56, -0.14, -0.52], [0.16, 0.63, 0.26], [0.36, -1.15, -0.37], [-0.49, -0.02, 0.36], [-0.19, -0.30, 0.27], [-0.40, -0.14, -0.41], [0.75, -0.87, -0.59], [0.15, 0.19, -1.82], [0.27, -0.26, 0.26], [0.69, 0.22, 0.00], [-0.40, -1.70, 1.03], [-0.22, -0.69, -0.89], [-0.41, -0.64, 1.73], [0.58, 0.31, 0.19], [-0.12, 0.26, -0.24], [0.02, 0.74, 0.24], [0.62, -0.21, 0.21], [-0.46, 0.65, -0.35], [-0.04, 0.88, -0.67], [0.14, 0.20, -0.01], [0.26, 0.21, 0.88], [-0.10, -0.15, 0.05], [0.18, 0.25, -0.26], [-0.72, -0.03, 0.18]], "lowdin_charge": [1.56, -0.41, 0.46, -0.21, -0.24, -0.23, 0.59, -0.23, -0.21, -0.23, -0.16, -0.02, -0.01, -0.12, 0.10, 0.09, -0.21, -0.28, -0.03, -0.08, 0.11, 0.09, 0.12, 0.12, 0.09, 0.07, -0.30, -0.20, -0.07, -0.04, 0.11, 0.11, 0.08, 0.11, 0.07, 0.10, -0.05, -0.39, -0.13, -0.22, -0.13, 0.02, 0.08, 0.08, 0.08, 0.10, 0.12, 0.13, 0.09, 0.09, 0.08, 0.06, 0.11, -0.08, -0.41, -0.15, -0.18, -0.11, 0.03, 0.07, 0.08, 0.08, 0.12, 0.10, 0.13, 0.09, 0.08, 0.07, 0.07, 0.03, -0.08, -0.40, -0.21, -0.24, -0.04, 0.04, 0.08, 0.07, 0.07, 0.14, 0.13, 0.13, 0.09, 0.08, 0.09, 0.07, 0.02, -0.06, -0.47, -0.18, -0.26, -0.04, 0.08, 0.09, 0.07, 0.09, 0.13, 0.14, 0.13, 0.10, 0.08, 0.10, 0.03, 0.08]}